Computed, not measured: 2 unconnected molecules or ions with the total composition C61H70N5O2 in a non-equilibrium geometry, with wB97M-V/def2-TZVPD.

```
! wB97M-V def2-TZVPD RIJCOSX def2/J DEFGRID3
* xyz 1 1
C -1.064 -2.055 -1.340
C -1.937 -0.814 -1.159
C -1.106 0.441 -1.414
C -2.993 -0.883 -2.272
C -2.617 -0.739 0.246
C -3.901 -0.189 0.282
C -4.738 -0.391 1.368
C -4.245 -1.022 2.504
C -2.882 -1.263 2.647
C -2.367 -1.638 4.071
C -2.149 -3.149 4.164
C -3.396 -1.346 5.172
C -1.135 -0.812 4.453
C -2.066 -1.183 1.478
N -0.722 -1.738 1.528
C 0.519 -1.138 1.526
C 0.639 0.245 1.529
C 1.916 0.919 1.748
C 2.620 0.838 2.991
C 3.984 1.067 3.036
C 4.629 1.430 1.835
N 5.968 0.975 1.605
O 6.378 0.980 0.416
O 6.633 0.531 2.570
C 3.905 1.887 0.720
C 2.549 1.630 0.688
N 1.442 -2.207 1.507
C 2.899 -2.231 1.534
C 3.623 -2.561 2.715
C 3.118 -2.906 4.144
C 3.486 -4.358 4.485
C 1.630 -2.734 4.334
C 3.817 -1.975 5.151
C 5.028 -2.579 2.657
C 5.718 -2.042 1.585
C 4.994 -1.713 0.445
C 3.635 -2.044 0.332
C 3.093 -2.160 -1.125
C 4.231 -2.261 -2.154
C 2.282 -0.909 -1.417
C 2.243 -3.410 -1.324
C 0.675 -3.394 1.515
C 1.109 -4.799 1.560
C 2.424 -5.298 1.373
C 2.672 -6.673 1.452
C 1.632 -7.569 1.731
C 0.324 -7.096 1.892
C 0.064 -5.733 1.780
N -0.614 -3.114 1.506
H -1.612 -2.982 -1.132
H -0.686 -2.108 -2.372
H -0.184 -2.026 -0.697
H -1.699 1.347 -1.234
H -0.230 0.478 -0.760
H -0.743 0.449 -2.453
H -3.542 0.058 -2.372
H -2.504 -1.078 -3.235
H -3.701 -1.696 -2.081
H -4.310 0.351 -0.578
H -5.778 -0.069 1.333
H -4.944 -1.263 3.310
H -1.451 -3.532 3.422
H -1.780 -3.419 5.163
H -3.107 -3.660 4.001
H -3.675 -0.287 5.201
H -4.298 -1.954 5.060
H -2.948 -1.598 6.144
H -1.433 0.166 4.865
H -0.552 -1.335 5.223
H -0.482 -0.610 3.601
H -0.246 0.751 1.167
H 2.060 0.570 3.894
H 4.596 0.905 3.923
H 4.439 2.358 -0.103
H 1.967 1.906 -0.200
H 4.570 -4.519 4.492
H 3.094 -4.616 5.478
H 3.043 -5.043 3.751
H 1.296 -1.763 3.956
H 1.067 -3.536 3.849
H 1.389 -2.781 5.406
H 3.743 -0.926 4.831
H 3.343 -2.060 6.140
H 4.879 -2.220 5.276
H 5.612 -2.933 3.507
H 6.804 -1.958 1.593
H 5.536 -1.283 -0.395
H 4.907 -3.089 -1.911
H 3.813 -2.462 -3.148
H 4.807 -1.334 -2.232
H 1.574 -0.725 -0.602
H 2.939 -0.032 -1.486
H 1.719 -1.002 -2.356
H 1.387 -3.430 -0.650
H 1.854 -3.438 -2.350
H 2.837 -4.316 -1.153
H 3.247 -4.607 1.171
H 3.688 -7.042 1.299
H 1.842 -8.637 1.816
H -0.502 -7.778 2.101
H -0.953 -5.344 1.863
C -3.281 1.948 3.657
C -3.502 2.583 2.353
N -4.640 3.238 2.012
C -5.815 3.367 2.869
C -4.474 3.897 0.797
C -3.148 3.656 0.359
C -2.655 4.436 -0.676
C -3.482 5.397 -1.274
C -4.813 5.577 -0.858
C -5.316 4.844 0.226
C -2.502 2.814 1.367
C -1.104 2.614 1.573
C -0.284 3.814 1.357
C 0.467 4.073 0.191
C 0.984 5.346 -0.050
C 0.725 6.395 0.838
C 1.134 7.796 0.513
C 0.044 6.129 2.034
C -0.375 4.843 2.326
H -2.722 1.026 3.473
H -2.673 2.614 4.292
H -4.203 1.700 4.196
H -6.635 3.800 2.289
H -6.098 2.371 3.224
H -5.608 4.000 3.747
H -1.621 4.293 -0.987
H -3.076 6.026 -2.073
H -5.452 6.305 -1.362
H -6.323 4.980 0.620
H -0.836 1.982 2.424
H 0.569 3.275 -0.548
H 1.561 5.534 -0.962
H 1.385 8.349 1.421
H 2.007 7.807 -0.145
H 0.320 8.340 0.015
H -0.169 6.951 2.726
H -0.881 4.625 3.272
*
```

Output
E_tot (eV): -75927.8168
Lowest unoccupied orbital energy (eV): -4.7
HOMO-LUMO gap (eV): 4.5
HOMO (eV): -9.21
Maximum force (Eh/bohr): 0.0917

---

Computed, not measured: 18 unconnected molecules or ions with the total composition C61H91N21O4S in a non-equilibrium geometry, with wB97M-V/def2-TZVPD.

```
! wB97M-V def2-TZVPD RIJCOSX def2/J DEFGRID3
* xyz 0 1
C 5.223 -2.640 2.464
C 6.365 -1.796 1.749
C 6.088 -1.507 0.223
N 5.528 -0.160 -0.075
C 4.074 -0.068 0.074
O 3.294 -1.231 0.423
C 2.882 -1.932 -0.658
N 2.543 -2.482 -1.607
C 3.929 0.812 1.432
O 4.642 0.815 2.397
N 2.731 1.629 1.259
C 2.231 1.602 -0.149
C 1.466 2.847 -0.717
C 1.551 4.173 0.131
O 1.054 4.090 1.461
C -0.158 3.324 1.536
C -1.089 3.735 2.738
O -2.471 3.342 2.506
C -2.443 2.027 1.991
C -2.770 1.764 0.570
C -2.660 0.369 0.129
C -2.230 -0.752 1.017
C -2.122 -2.171 0.354
C -1.022 -2.089 -0.784
C -3.520 -2.406 -0.413
C -1.972 -3.376 1.365
C -0.495 -3.787 1.762
C 0.475 -2.590 2.125
C -0.634 -4.659 3.106
C 0.226 -4.749 0.716
C -1.950 -0.427 2.414
C -2.038 0.952 2.935
C 3.485 1.025 -0.901
N 3.460 0.789 -2.363
C 2.349 0.500 -2.806
S 0.897 0.469 -3.526
H 5.603 -3.306 3.286
H 4.746 -3.332 1.703
H 4.383 -1.966 2.805
H 7.278 -2.460 1.777
H 6.660 -0.880 2.333
H 7.097 -1.546 -0.288
H 5.504 -2.372 -0.191
H 5.805 0.034 -1.047
H 3.090 2.526 1.604
H 1.534 0.703 -0.097
H 0.417 2.520 -0.959
H 1.939 3.084 -1.720
H 2.626 4.523 0.086
H 0.970 4.955 -0.454
H 0.157 2.238 1.575
H -0.762 3.549 0.603
H -0.720 3.408 3.747
H -1.110 4.868 2.774
H -3.075 2.588 -0.122
H -2.873 0.137 -0.946
H -0.111 -1.490 -0.518
H -0.719 -3.087 -1.206
H -1.501 -1.537 -1.651
H -3.606 -1.796 -1.346
H -4.350 -2.205 0.325
H -3.528 -3.504 -0.687
H -2.485 -3.066 2.325
H -2.516 -4.290 0.997
H 0.286 -1.637 1.573
H 1.549 -2.914 2.026
H 0.328 -2.375 3.227
H -1.046 -4.021 3.929
H 0.335 -5.164 3.346
H -1.419 -5.440 2.864
H 0.824 -4.083 0.021
H 0.988 -5.375 1.254
H -0.480 -5.337 0.075
H -1.617 -1.218 3.123
H -1.788 1.209 4.016
H 4.249 1.874 -0.774
C -6.027 0.002 2.867
C -5.364 -1.324 2.868
N -4.843 -2.348 2.869
H -6.382 0.237 1.864
H -6.873 -0.007 3.553
H -5.318 0.769 3.182
C 0.114 -1.118 -7.304
C -0.883 -0.424 -6.454
N -1.669 0.115 -5.806
H 0.442 -0.457 -8.106
H 0.976 -1.406 -6.702
H -0.331 -2.012 -7.741
C -2.594 3.409 6.668
C -2.096 2.017 6.593
N -1.711 0.937 6.527
H -3.628 3.412 7.007
H -1.985 3.986 7.364
H -2.544 3.875 5.683
C 10.481 -2.757 -1.068
C 9.914 -2.258 0.209
N 9.474 -1.871 1.198
H 10.558 -1.939 -1.783
H 11.473 -3.173 -0.894
H 9.837 -3.533 -1.480
C -0.514 2.019 10.318
C -1.650 2.918 10.645
N -2.530 3.614 10.894
H -0.292 1.379 11.172
H -0.769 1.395 9.461
H 0.370 2.610 10.077
C -0.891 -5.861 -2.899
C -2.333 -5.546 -2.742
N -3.451 -5.304 -2.621
H -0.287 -5.039 -2.513
H -0.650 -6.770 -2.347
H -0.656 -6.012 -3.956
C -4.955 5.323 1.945
C -6.316 5.273 1.357
N -7.371 5.233 0.902
H -4.363 6.086 1.440
H -5.018 5.565 3.005
H -4.465 4.358 1.830
C -2.278 3.187 -3.801
C -2.906 3.738 -2.575
N -3.390 4.165 -1.623
H -2.175 3.972 -4.557
H -1.289 2.793 -3.563
H -2.895 2.382 -4.202
C 7.021 -4.823 5.904
C 6.906 -5.255 4.490
N 6.820 -5.604 3.390
H 6.228 -5.279 6.496
H 7.987 -5.127 6.306
H 6.934 -3.738 5.968
C -8.064 8.400 -0.617
C -7.586 9.580 0.145
N -7.216 10.493 0.736
H -8.340 8.699 -1.628
H -7.277 7.649 -0.670
H -8.934 7.967 -0.124
C -0.440 -5.436 -8.130
C -0.171 -6.034 -6.800
N 0.037 -6.490 -5.767
H -0.968 -4.491 -8.012
H 0.499 -5.255 -8.653
H -1.053 -6.114 -8.724
C 6.534 3.174 4.437
C 5.950 3.664 5.710
N 5.498 4.044 6.696
H 6.621 3.998 3.729
H 7.524 2.757 4.620
H 5.895 2.400 4.009
C -2.557 -5.408 -11.611
C -2.074 -4.231 -10.847
N -1.700 -3.321 -10.254
H -2.834 -5.107 -12.620
H -1.772 -6.162 -11.668
H -3.428 -5.838 -11.118
C 1.128 3.208 -6.210
C 0.007 4.137 -5.931
N -0.864 4.856 -5.714
H 1.315 2.581 -5.338
H 0.879 2.573 -7.060
H 2.030 3.776 -6.441
C -6.158 -7.241 -9.861
C -5.504 -7.669 -11.123
N -4.998 -8.000 -12.101
H -6.192 -8.075 -9.161
H -5.597 -6.421 -9.412
H -7.174 -6.907 -10.066
C 5.943 5.671 0.965
C 5.545 4.867 -0.216
N 5.237 4.244 -1.131
H 5.946 6.730 0.708
H 5.238 5.505 1.780
H 6.941 5.380 1.292
C -6.773 4.613 7.192
C -6.108 4.184 5.937
N -5.597 3.851 4.954
H -6.798 3.784 7.900
H -6.225 5.444 7.636
H -7.793 4.931 6.980
*
```

Output
E_tot (eV): -115039.4947
Lowest unoccupied orbital energy (eV): -0.1
HOMO-LUMO gap (eV): 7.8
HOMO (eV): -7.98
Maximum force (Eh/bohr): 0.0784

---

> Among the records above, which one has the highest HOMO-LUMO gap?

C61H91N21O4S

---

> The lowest lowest unoccupied orbital energy belongs to which entry?

C61H70N5O2

---

> Among the records above, which one has the lowest E_tot?

C61H91N21O4S

---

> What is the HOMO-LUMO gap in the second record?

7.8 eV